Entry 1:
{"formula": "C5H9NO3", "method": "ωB97M-V/def2-TZVPD", "orbital_gap_ha": [0.29768, 0.27638], "de_lowest_ev": 5.684, "total_charge": 0, "mol_weight_g_mol": 131.131, "energy_ev": -12959.02250, "spin_multiplicity": 1, "species": ["C", "C", "C", "C", "C", "O", "O", "N", "O", "H", "H", "H", "H", "H", "H", "H", "H", "H"], "coordinates": [[-0.43, -0.44, -0.56], [0.81, -0.57, -1.36], [-1.68, -0.14, -1.32], [0.01, 1.15, 1.27], [-0.51, -0.38, 0.85], [1.59, -1.19, 1.44], [1.21, 1.52, 0.77], [0.38, -0.66, 1.92], [-0.76, 1.90, 1.81], [2.15, -1.20, 2.22], [1.37, 2.42, 1.09], [-1.52, -0.43, 1.25], [1.66, -0.95, -0.80], [-2.52, 0.13, -0.67], [0.63, -1.20, -2.24], [1.11, 0.42, -1.74], [-1.98, -1.02, -1.90], [-1.52, 0.67, -2.04]]}

Entry 2:
{"formula": "C5H9NO3", "method": "ωB97M-V/def2-TZVPD", "orbital_gap_ha": 0.39358, "de_lowest_ev": 2.441, "total_charge": 0, "mol_weight_g_mol": 131.131, "energy_ev": -12962.26516, "spin_multiplicity": 1, "smiles": "N#CCCC(=O)CO.O", "species": ["O", "C", "C", "O", "C", "C", "C", "N", "H", "H", "H", "H", "H", "H", "H", "O", "H", "H"], "coordinates": [[-0.19, -3.56, -1.63], [-0.03, -2.17, -1.67], [0.10, -1.61, -0.27], [-0.09, -2.29, 0.72], [0.47, -0.15, -0.20], [0.26, 0.47, 1.18], [0.64, 1.89, 1.22], [1.20, 2.87, 1.54], [-0.28, -3.89, -2.53], [0.86, -1.86, -2.24], [-0.90, -1.66, -2.13], [1.53, -0.08, -0.50], [-0.09, 0.40, -0.97], [-0.79, 0.39, 1.48], [0.86, -0.07, 1.94], [-1.34, 3.92, 1.03], [-1.79, 3.27, 1.59], [-0.40, 4.12, 1.46]]}

Entry 3:
{"formula": "C5H9NO4", "method": "ωB97M-V/def2-TZVPD", "orbital_gap_ha": 0.38096, "de_lowest_ev": 5.798, "total_charge": 0, "mol_weight_g_mol": 147.130, "energy_ev": -15006.44591, "spin_multiplicity": 1, "species": ["O", "C", "N", "C", "C", "O", "C", "C", "O", "H", "H", "H", "H", "H", "H", "H", "H", "O", "H"], "coordinates": [[-2.66, 0.73, 1.32], [-1.85, 1.50, 0.84], [-0.30, 0.72, -0.13], [-0.24, -0.70, -0.06], [-0.50, -1.49, -1.35], [0.75, -2.19, -1.24], [1.13, -1.45, -0.08], [2.35, -0.59, -0.28], [2.68, 0.27, 0.51], [-2.10, 2.31, 0.14], [0.08, 1.16, -0.97], [-0.84, -1.05, 0.79], [-1.37, -2.16, -1.34], [-0.52, -0.85, -2.25], [1.31, -2.10, 0.80], [2.80, -0.64, -1.30], [0.33, 1.36, 0.92], [-0.59, 2.12, 1.91], [-0.46, 3.06, 1.74]]}